# C4H9NOS

The ion C4H9NOS with charge -2 in a non-equilibrium geometry (wB97M-V/def2-TZVPD, the Open Molecules 2025 dataset).

Bonds (Å) are listed after each position.
Geometry (Å):
1 S 1.654 0.656 2.817  C5 1.848
2 O -1.046 0.005 -2.999  C7 1.328
3 N -0.473 0.720 -0.755  C6 1.493, C7 1.579, H11 1.022
4 C 0.444 -1.268 0.525  C6 1.533, H10 1.092, H13 1.091, H14 1.085
5 C 0.993 1.126 1.157  S1 1.848, C6 1.536, H8 1.093, H15 1.097
6 C -0.066 0.177 0.575  N3 1.493, C4 1.533, C5 1.536, H12 1.090
7 C -1.400 -0.113 -1.725  O2 1.328, N3 1.579, H9 1.112, H16 1.110
8 H 0.483 2.081 1.311  C5 1.093
9 H -2.391 0.358 -1.543  C7 1.112
10 H 0.133 -1.818 1.416  C4 1.092
11 H 0.404 0.653 -1.276  N3 1.022
12 H -0.928 0.312 1.229  C6 1.090
13 H 1.535 -1.235 0.555  C4 1.091
14 H 0.108 -1.772 -0.374  C4 1.085
15 H 1.807 1.265 0.436  C5 1.097
16 H -1.256 -1.146 -1.347  C7 1.110

Computed properties:
- LUMO: 0.2235 hartree
- Frontier orbital gap: 5.6755 eV
- 2S+1: 1
- SMILES: C[C@@H](C[S-])NC[O-]
- Charge: -2

Löwdin population analysis, charges in e, atoms 1 to 4: -0.037 -0.385 -0.055 -0.127

***

# C9H9NO2S

A cluster of 2 separate species, C9H9NO2S in total in a non-equilibrium geometry (wB97M-V/def2-TZVPD, the Open Molecules 2025 dataset).

Bonds (Å) are listed after each position.
Geometry (Å):
1 S -2.527 0.730 -0.017  O2 1.492, O3 1.403, C13 1.650
2 O -3.908 1.134 -0.414  S1 1.492
3 O -1.727 1.879 0.084  S1 1.403
4 N -0.199 -0.447 0.807  C9 1.365, H16 0.979
5 C -3.385 -2.070 0.604  C8 1.396, H15 1.019, H22 1.037
6 C 3.372 1.204 -0.513  C10 1.372, C11 1.381, H14 1.116
7 C 1.267 1.431 0.598  C9 1.415, C10 1.389, H18 1.090
8 C -2.466 -1.870 -0.428  C5 1.396, C13 1.415, H21 1.114
9 C 0.948 0.086 0.295  N4 1.365, C7 1.415, C12 1.393
10 C 2.538 1.915 0.313  C6 1.372, C7 1.389, H20 1.085
11 C 3.115 -0.091 -0.917  C6 1.381, C12 1.433, H19 1.084
12 C 1.864 -0.630 -0.473  C9 1.393, C11 1.433, H17 1.028
13 C -1.938 -0.606 -0.783  S1 1.650, C8 1.415
14 H 4.358 1.538 -0.912  C6 1.116
15 H -3.414 -1.389 1.361  C5 1.019
16 H -0.770 0.304 1.069  N4 0.979
17 H 1.505 -1.564 -0.711  C12 1.028
18 H 0.556 1.981 1.214  C7 1.090
19 H 3.813 -0.788 -1.367  C11 1.084
20 H 2.912 2.900 0.572  C10 1.085
21 H -2.128 -2.637 -1.161  C8 1.114
22 H -3.788 -3.010 0.781  C5 1.037

Computed properties:
- LUMO (alpha / beta): -0.0706 / -0.0740 hartree
- Frontier orbital gap (alpha / beta): 6.5715 / 6.6304 eV
- 2S+1: 1
- Charge: 0

Löwdin population analysis, charges in e, atoms 1 to 4: 0.746 -0.328 -0.307 0.149

***

# C6H18O3

A cluster of 3 separate species, C6H18O3 in total in a non-equilibrium geometry (wB97M-V/def2-TZVPD, the Open Molecules 2025 dataset).

Bonds (Å) are listed after each position.
Geometry (Å):
1 O 23.120 12.877 10.493  C8 1.502, H26 0.960
2 O 16.232 13.293 10.565  C5 1.372, H10 0.960
3 O 20.895 7.326 6.557  C6 1.391, H18 0.960
4 C 20.835 5.904 8.507  C6 1.518, H14 1.090, H17 1.090, H25 1.090
5 C 16.409 11.933 10.600  O2 1.372, C7 1.537, H11 1.090, H19 1.090
6 C 20.169 7.002 7.698  O3 1.391, C4 1.518, H20 1.090, H27 1.090
7 C 14.997 11.429 10.939  C5 1.537, H13 1.090, H16 1.090, H21 1.090
8 C 23.450 11.798 9.500  O1 1.502, C9 1.474, H15 1.090, H23 1.090
9 C 23.903 10.565 10.170  C8 1.474, H12 1.090, H22 1.090, H24 1.090
10 H 17.054 13.762 10.406  O2 0.960
11 H 16.624 11.438 9.653  C5 1.090
12 H 23.183 10.189 10.897  C9 1.090
13 H 14.945 10.342 11.000  C7 1.090
14 H 20.793 4.953 7.977  C4 1.090
15 H 22.521 11.540 8.992  C8 1.090
16 H 14.238 11.716 10.211  C7 1.090
17 H 20.271 5.688 9.414  C4 1.090
18 H 20.319 7.906 6.053  O3 0.960
19 H 17.129 11.639 11.364  C5 1.090
20 H 20.224 7.973 8.190  C6 1.090
21 H 14.545 11.701 11.893  C7 1.090
22 H 24.044 9.747 9.464  C9 1.090
23 H 24.154 12.055 8.709  C8 1.090
24 H 24.874 10.705 10.647  C9 1.090
25 H 21.901 5.943 8.731  C4 1.090
26 H 22.372 13.355 10.128  O1 0.960
27 H 19.109 6.842 7.501  C6 1.090

Computed properties:
- LUMO: 0.0101 hartree
- Frontier orbital gap: 10.3764 eV
- 2S+1: 1
- SMILES: CCO.CCO.CCO
- Charge: 0

Löwdin population analysis, charges in e, atoms 1 to 4: -0.093 -0.067 -0.079 -0.083

***

# CH4N2

The molecule CH4N2 in a non-equilibrium geometry (wB97M-V/def2-TZVPD, the Open Molecules 2025 dataset).

Bonds (Å) are listed after each position.
Geometry (Å):
1 N 1.146 -0.122 0.075  C3 1.399, H4 1.106, H5 1.263
2 N -1.170 0.416 0.138  C3 1.274, H6 0.994
3 C -0.158 -0.106 -0.434  N1 1.399, N2 1.274, H7 1.253
4 H 1.589 -1.128 0.199  N1 1.106
5 H 0.974 -0.334 1.308  N1 1.263
6 H -1.117 1.001 0.939  N2 0.994
7 H -0.328 -0.961 -1.333  C3 1.253

Computed properties:
- LUMO: 0.0234 hartree
- Frontier orbital gap: 10.3184 eV
- 2S+1: 1
- SMILES: [H]/N=C\N
- Charge: 0

Löwdin population analysis, charges in e, atoms 1 to 4: -0.055 0.051 -0.452 0.092

***

# C15H20ClN2O

The ion C15H20ClN2O with charge +1 in a non-equilibrium geometry (wB97M-V/def2-TZVPD, the Open Molecules 2025 dataset).

Bonds (Å) are listed after each position.
Geometry (Å):
1 Cl -5.272 -3.549 -3.993  C5 1.726
2 O 0.304 -1.977 -3.061  C8 1.373, C10 1.407
3 N 1.787 3.350 2.376  C9 1.440, C16 1.439, C19 1.448
4 N 0.350 1.050 1.359  C11 1.484, C13 1.492, C17 1.482, H22 1.029
5 C -3.632 -3.102 -3.692  Cl1 1.726, C7 1.389, C12 1.384
6 C -1.723 -3.077 -2.237  C8 1.388, C12 1.386, H30 1.079
7 C -2.916 -2.405 -4.656  C5 1.389, C14 1.379, H32 1.078
8 C -1.000 -2.385 -3.200  O2 1.373, C6 1.388, C14 1.394
9 C 2.386 2.438 1.437  N3 1.440, C11 1.540, H28 1.090, H38 1.096
10 C 1.037 -2.403 -1.937  O2 1.407, C18 1.453, H24 1.099, H35 1.096
11 C 1.822 1.009 1.545  N4 1.484, C9 1.540, H23 1.092, H37 1.091
12 C -3.037 -3.437 -2.488  C5 1.384, C6 1.386, H21 1.078
13 C -0.250 -0.317 1.347  N4 1.492, C15 1.448, H20 1.094, H39 1.094
14 C -1.607 -2.050 -4.409  C7 1.379, C8 1.394, H27 1.078
15 C 0.222 -1.073 0.206  C13 1.448, C18 1.201
16 C 0.354 3.346 2.254  N3 1.439, C17 1.542, H29 1.090, H34 1.096
17 C -0.261 1.937 2.376  N4 1.482, C16 1.542, H26 1.091, H31 1.092
18 C 0.638 -1.705 -0.726  C10 1.453, C15 1.201
19 C 2.299 3.280 3.729  N3 1.448, H25 1.088, H33 1.088, H36 1.098
20 H -1.339 -0.223 1.295  C13 1.094
21 H -3.596 -3.981 -1.743  C12 1.078
22 H 0.178 1.469 0.436  N4 1.029
23 H 2.030 0.590 2.532  C11 1.092
24 H 0.950 -3.487 -1.781  C10 1.099
25 H 3.377 3.420 3.700  C19 1.088
26 H -1.341 1.982 2.223  C17 1.091
27 H -1.029 -1.515 -5.146  C14 1.078
28 H 3.464 2.409 1.599  C9 1.090
29 H -0.077 3.990 3.021  C16 1.090
30 H -1.285 -3.344 -1.288  C6 1.079
31 H -0.062 1.517 3.364  C17 1.092
32 H -3.381 -2.149 -5.594  C7 1.078
33 H 1.870 4.096 4.305  C19 1.088
34 H 0.091 3.766 1.276  C16 1.096
35 H 2.081 -2.162 -2.165  C10 1.096
36 H 2.085 2.336 4.248  C19 1.098
37 H 2.257 0.359 0.785  C11 1.091
38 H 2.209 2.819 0.425  C9 1.096
39 H 0.017 -0.824 2.279  C13 1.094

Computed properties:
- LUMO: -0.0996 hartree
- Frontier orbital gap: 8.0630 eV
- 2S+1: 1
- SMILES: CN1CC[NH+](CC#CCOc2ccc(Cl)cc2)CC1
- Charge: +1

Löwdin population analysis, charges in e, atoms 1 to 4: 0.685 -0.034 -0.226 -0.108

***

# C5H10O2

The molecule C5H10O2 (wB97M-V/def2-TZVPD, the Open Molecules 2025 dataset).

Bonds (Å) are listed after each position.
Geometry (Å):
1 O -0.974 -1.429 0.980  C5 1.433, C7 1.452
2 O 0.628 0.944 -0.252  C4 1.397, C6 1.405
3 C -2.103 0.599 0.125  C7 1.502, H8 1.094, H12 1.090, H15 1.095
4 C 0.238 -0.386 -0.431  O2 1.397, C5 1.535, C7 1.531, H10 1.101
5 C 0.440 -1.306 0.781  O1 1.433, C4 1.535, H13 1.096, H14 1.099
6 C 2.022 1.100 -0.344  O2 1.405, H11 1.101, H16 1.091, H17 1.101
7 C -1.256 -0.603 -0.180  O1 1.452, C3 1.502, C4 1.531, H9 1.107
8 H -2.188 1.204 -0.783  C3 1.094
9 H -1.735 -1.217 -0.967  C7 1.107
10 H 0.617 -0.773 -1.389  C4 1.101
11 H 2.554 0.524 0.429  C6 1.101
12 H -1.631 1.196 0.905  C3 1.090
13 H 0.911 -2.275 0.579  C5 1.096
14 H 0.953 -0.828 1.628  C5 1.099
15 H -3.108 0.308 0.451  C3 1.095
16 H 2.238 2.160 -0.203  C6 1.091
17 H 2.394 0.781 -1.329  C6 1.101

Computed properties:
- LUMO: 0.0375 hartree
- Frontier orbital gap: 10.7126 eV
- 2S+1: 1
- SMILES: CO[C@H]1CO[C@H]1C
- Charge: 0

Löwdin population analysis, charges in e, atoms 1 to 4: -0.078 -0.149 -0.032 -0.287